Record 1
C8H8AgN2O4Se2 as an isolated structure, computed with wB97M-V/def2-TZVPD.

Geometry as XYZ:
```
25
Properties=species:S:1:pos:R:3
Ag 0.156 0.242 0.130
C 2.154 2.243 2.342
N 2.427 0.823 2.499
C 1.506 -0.142 2.583
Se -0.341 0.010 2.610
N 2.151 -1.328 2.571
C 3.513 -1.129 2.417
C 4.581 -1.998 2.291
C 5.830 -1.430 2.108
C 6.002 -0.045 2.048
C 4.930 0.823 2.172
C 3.686 0.250 2.367
H 1.136 2.428 2.671
H 2.261 2.492 1.280
H 2.852 2.802 2.964
H 1.652 -2.196 2.495
H 4.444 -3.071 2.301
H 6.691 -2.075 1.986
H 6.991 0.357 1.872
H 5.048 1.892 2.074
O 2.597 -0.566 -0.236
Se 2.385 0.584 -1.386
O 3.440 0.492 -2.601
O 0.829 0.346 -1.923
O 2.388 2.036 -0.621
```

Output
- Molecular weight: 461.950 g mol⁻¹
- Strongest force on any atom: 1.0 eV/Å
- Net charge: -1
- Kohn-Sham gap: 0.2774 Ha
- E_tot: -154288.0418 eV
- Relative energy (zero: lowest compared OMol25 entry of this formula, charge and spin): 0.0 kJ/mol
- 2S+1: 1

Löwdin population analysis, charges in e, atoms 1 to 6:
1 Ag 0.55
2 C -0.03
3 N -0.06
4 C -0.79
5 Se 0.56
6 N 0.12


Record 2
C45H47MnN5O7S as an isolated structure, computed with wB97M-V/def2-TZVPD.

Geometry as XYZ:
```
106
Properties=species:S:1:pos:R:3
Mn 0.306 0.105 -0.216
O -0.811 -5.798 1.170
C -0.588 -4.656 0.869
C 0.562 -4.166 -0.010
O 1.358 -4.864 -0.603
C 0.456 -2.712 0.012
C -0.668 -2.307 0.735
O -0.953 -1.035 0.805
C -1.397 -3.433 1.289
O -2.430 -3.445 1.930
O 1.221 -1.844 -0.568
O 0.567 1.600 1.614
S 0.270 3.037 1.915
C 1.323 4.030 0.807
C 0.474 4.679 -0.256
C -0.142 5.904 -0.009
C -0.968 6.490 -0.959
C -1.188 5.854 -2.177
C -0.581 4.632 -2.432
C 0.241 4.048 -1.476
C 1.037 3.412 3.520
C 2.438 2.905 3.694
C 2.653 1.560 3.995
C 3.943 1.078 4.166
C 5.032 1.931 4.026
C 4.828 3.269 3.715
C 3.535 3.752 3.552
H 2.033 3.306 0.404
H 1.853 4.770 1.404
H 0.033 6.411 0.936
H -1.432 7.447 -0.754
H -1.831 6.311 -2.921
H -0.744 4.134 -3.383
H 0.701 3.082 -1.671
H 0.353 2.937 4.224
H 0.958 4.497 3.627
H 1.805 0.890 4.096
H 4.096 0.032 4.406
H 6.038 1.555 4.164
H 5.673 3.941 3.611
H 3.380 4.807 3.346
C 8.349 0.274 -2.002
C 6.857 0.450 -1.984
C 6.189 0.997 -3.076
C 4.815 1.181 -3.060
C 4.137 1.752 -4.288
C 4.105 0.828 -1.900
C 2.671 1.087 -1.883
O 1.968 1.064 -0.898
C 4.752 0.237 -0.796
C 4.009 -0.263 0.411
C 6.125 0.061 -0.869
H 8.768 0.494 -2.983
H 8.624 -0.747 -1.728
H 8.817 0.943 -1.275
H 6.753 1.273 -3.962
H 4.869 1.905 -5.079
H 3.665 2.716 -4.086
H 3.367 1.079 -4.672
H 2.192 1.317 -2.849
H 3.197 -0.937 0.123
H 3.556 0.551 0.979
H 4.693 -0.798 1.067
H 6.635 -0.407 -0.033
N -2.135 4.309 -10.038
C -1.831 3.664 -9.138
C -1.447 2.847 -7.996
C -2.247 2.822 -6.862
C -1.890 2.038 -5.776
C -0.722 1.295 -5.821
C 0.080 1.317 -6.951
C -0.288 2.089 -8.041
N -0.334 0.515 -4.701
C 0.367 -0.686 -4.710
C 0.489 -1.050 -3.407
N -0.113 -0.102 -2.600
C -0.596 0.810 -3.391
H -3.160 3.403 -6.839
H -2.533 1.992 -4.905
H 0.998 0.743 -6.974
H 0.336 2.115 -8.926
H 0.667 -1.174 -5.622
H 0.959 -1.924 -2.973
H -1.099 1.713 -3.074
C -6.161 2.237 -0.270
C -5.110 2.204 -1.373
N -3.748 2.424 -0.891
C -3.416 3.765 -0.423
C -3.311 3.865 1.096
C -2.808 1.430 -0.826
C -3.247 0.022 -1.135
N -1.576 1.619 -0.493
H -7.151 2.040 -0.688
H -6.194 3.213 0.220
H -5.948 1.479 0.487
H -5.332 2.974 -2.117
H -5.151 1.250 -1.887
H -4.195 4.432 -0.791
H -2.484 4.101 -0.889
H -4.285 3.716 1.564
H -2.933 4.849 1.386
H -2.630 3.108 1.487
H -3.431 -0.112 -2.206
H -4.159 -0.235 -0.593
H -2.459 -0.653 -0.819
H -1.375 2.595 -0.285
```

Output
- Molecular weight: 856.904 g mol⁻¹
- Strongest force on any atom: 1.3 eV/Å
- Kohn-Sham gap (alpha / beta): 0.2040 / 0.2049 Ha
- E_tot: -111367.4722 eV
- Relative energy (zero: lowest compared OMol25 entry of this formula, charge and spin): 109.5 kJ/mol
- 2S+1: 6
- <S²>: 8.755

Löwdin population analysis, charges in e, atoms 1 to 6:
1 Mn 0.89
2 O 0.13
3 C -0.26
4 C -0.30
5 O 0.09
6 C -0.30


Record 3
One molecule with the formula C2H3N3O2S, computed with wB97M-V/def2-TZVPD.

Geometry as XYZ:
```
11
Properties=species:S:1:pos:R:3
C 1.998 0.291 0.129
S 0.505 0.388 1.226
N -0.733 -0.173 0.188
C -1.220 -1.636 0.070
N -1.628 -2.702 0.124
N -1.632 0.713 -0.413
O -2.516 0.202 -1.039
O -1.431 1.854 -0.237
H 2.710 0.668 0.856
H 1.932 1.145 -0.628
H 2.014 -0.750 -0.276
```

Output
- SMILES: CSN(C#N)[N+](=O)[O-]
- Molecular weight: 133.132 g mol⁻¹
- Strongest force on any atom: 5.5 eV/Å
- Kohn-Sham gap: 0.3832 Ha
- E_tot: -21517.4251 eV
- Relative energy (zero: lowest compared OMol25 entry of this formula, charge and spin): 491.1 kJ/mol
- 2S+1: 1

Löwdin population analysis, charges in e, atoms 1 to 6:
1 C -0.34
2 S 0.91
3 N -0.36
4 C -0.18
5 N 0.16
6 N -0.50


Record 4
A 2-piece molecular cluster, C3H3NO2 overall, computed with wB97M-V/def2-TZVPD.

Geometry as XYZ:
```
9
Properties=species:S:1:pos:R:3
N 1.554 0.890 -0.223
C 2.227 -0.055 0.014
O 2.756 -1.071 0.115
H 1.591 1.883 0.159
C -1.846 -1.475 0.186
C -1.544 -0.325 -0.002
O -1.300 0.922 0.036
H -2.415 -2.264 0.481
H -1.022 1.494 -0.766
```

Output
- SMILES: N=C=O.C#CO
- Molecular weight: 85.062 g mol⁻¹
- Strongest force on any atom: 4.6 eV/Å
- Kohn-Sham gap: 0.3536 Ha
- E_tot: -8741.4519 eV
- Relative energy (zero: lowest compared OMol25 entry of this formula, charge and spin): 355.0 kJ/mol
- 2S+1: 1

Löwdin population analysis, charges in e, atoms 1 to 6:
1 N 0.17
2 C -0.44
3 O 0.18
4 H 0.14
5 C 0.10
6 C -0.33


Record 5
C17H23Cl3O2Ti as an isolated structure, computed with wB97M-V/def2-TZVPD.

Geometry as XYZ:
```
46
Properties=species:S:1:pos:R:3
C -1.077 1.928 -2.743
C 0.266 2.239 -2.383
C 0.279 2.630 -1.009
C 1.381 2.401 -3.352
C -1.076 2.571 -0.516
C -1.908 2.128 -1.606
C -3.383 2.145 -1.636
C -1.516 1.688 -4.140
C 1.455 3.165 -0.276
C -1.584 3.176 0.732
Ti -0.532 0.432 -0.864
Cl 1.809 -0.150 -0.799
Cl -1.103 -1.240 -2.294
O -0.930 -0.025 0.841
H 1.335 1.637 -4.138
H 2.359 2.321 -2.862
H 1.342 3.382 -3.854
H 2.328 2.528 -0.430
H 1.269 3.197 0.799
H 1.717 4.173 -0.615
H -0.896 3.009 1.551
H -2.536 2.743 1.014
H -1.733 4.254 0.647
H -3.781 2.336 -0.644
H -3.768 1.166 -1.927
H -3.775 2.907 -2.313
H -0.874 0.958 -4.649
H -1.488 2.607 -4.744
H -2.538 1.302 -4.178
H -1.934 -0.294 0.666
O -3.124 -0.187 -0.464
H -3.702 -0.867 -0.889
Cl 0.754 -5.058 0.876
C 1.509 -4.895 2.393
C 1.902 -5.995 3.122
C 2.552 -5.826 4.363
C 2.964 -4.572 4.783
C 2.538 -3.455 4.098
C 1.752 -3.550 2.896
C 1.133 -2.437 2.386
H 1.671 -6.983 2.726
H 2.746 -6.717 4.978
H 3.588 -4.457 5.668
H 2.799 -2.435 4.429
H 1.181 -1.488 2.930
H 0.628 -2.390 1.426
```

Output
- Molecular weight: 413.595 g mol⁻¹
- Strongest force on any atom: 2.6 eV/Å
- Net charge: -2
- Kohn-Sham gap: 0.1251 Ha
- E_tot: -82783.0761 eV
- Relative energy (zero: lowest compared OMol25 entry of this formula, charge and spin): 0.0 kJ/mol
- 2S+1: 1

Löwdin population analysis, charges in e, atoms 1 to 6:
1 C -0.31
2 C -0.30
3 C -0.32
4 C -0.05
5 C -0.31
6 C -0.30


Record 6
A 13-piece molecular cluster, C65H65N13 overall, computed with wB97M-V/def2-TZVPD.

Geometry as XYZ:
```
143
Properties=species:S:1:pos:R:3
N -0.497 2.563 -4.452
C -1.280 3.331 -3.666
C -2.301 4.165 -4.096
C -2.529 4.228 -5.492
C -1.767 3.471 -6.300
C -0.715 2.650 -5.804
H -1.107 3.323 -2.577
H -2.796 4.804 -3.393
H -3.159 4.948 -5.929
H -1.854 3.578 -7.333
H -0.220 1.992 -6.493
N 0.519 2.123 4.679
C -0.587 1.853 5.418
C -1.733 2.595 5.297
C -1.801 3.642 4.401
C -0.696 3.848 3.594
C 0.444 3.088 3.747
H -0.462 0.994 6.051
H -2.498 2.413 6.056
H -2.727 4.228 4.148
H -0.594 4.584 2.811
H 1.295 3.238 3.089
N 1.080 4.852 0.319
C 0.896 5.013 -1.019
C 1.774 4.627 -2.005
C 2.987 4.099 -1.606
C 3.241 3.951 -0.247
C 2.182 4.289 0.679
H -0.072 5.402 -1.353
H 1.462 4.802 -3.036
H 3.811 3.896 -2.350
H 4.179 3.561 0.172
H 2.469 4.303 1.744
N 4.965 -4.075 0.361
C 5.054 -2.891 0.958
C 3.980 -2.110 1.148
C 2.704 -2.459 0.675
C 2.555 -3.691 0.030
C 3.746 -4.419 -0.128
H 6.026 -2.577 1.369
H 4.044 -1.095 1.526
H 1.908 -1.765 0.901
H 1.586 -4.117 -0.324
H 3.710 -5.431 -0.645
N 4.205 1.049 2.673
C 5.195 1.146 1.783
C 5.997 2.211 1.556
C 5.805 3.317 2.436
C 4.781 3.240 3.363
C 3.950 2.098 3.422
H 5.436 0.283 1.193
H 6.812 2.186 0.902
H 6.412 4.230 2.427
H 4.626 4.136 4.028
H 3.186 2.046 4.159
N -1.446 -6.490 2.186
C -1.273 -7.801 2.115
C -0.953 -8.452 0.950
C -0.783 -7.711 -0.228
C -0.965 -6.350 -0.131
C -1.331 -5.752 1.096
H -1.385 -8.338 3.067
H -0.681 -9.468 0.958
H -0.499 -8.250 -1.112
H -0.759 -5.705 -0.969
H -1.321 -4.680 1.135
N 3.685 0.960 -3.830
C 4.865 0.420 -4.100
C 5.423 -0.570 -3.381
C 4.597 -1.312 -2.490
C 3.299 -0.852 -2.296
C 2.936 0.325 -2.917
H 5.514 0.922 -4.800
H 6.430 -0.886 -3.657
H 4.904 -2.152 -1.856
H 2.559 -1.305 -1.623
H 1.927 0.744 -2.784
N -4.598 4.867 -1.031
C -4.813 3.545 -1.011
C -4.087 2.674 -0.191
C -3.141 3.267 0.678
C -2.789 4.570 0.548
C -3.563 5.346 -0.341
H -5.588 3.110 -1.635
H -4.280 1.602 -0.153
H -2.634 2.625 1.368
H -1.949 4.981 1.091
H -3.302 6.391 -0.494
N -4.010 -1.267 -2.489
C -3.513 -2.327 -3.133
C -3.196 -2.242 -4.514
C -3.255 -1.015 -5.141
C -3.604 0.096 -4.440
C -3.954 -0.086 -3.116
H -3.439 -3.232 -2.503
H -2.930 -3.160 -5.055
H -2.950 -0.860 -6.167
H -3.678 1.125 -4.830
H -4.287 0.774 -2.549
N 0.061 -1.766 5.271
C 1.322 -1.574 4.802
C 2.011 -2.406 3.922
C 1.322 -3.633 3.578
C 0.037 -3.918 4.100
C -0.574 -2.866 4.874
H 1.746 -0.674 5.170
H 3.037 -2.160 3.652
H 1.740 -4.417 2.962
H -0.464 -4.840 3.871
H -1.586 -2.820 5.137
N -1.361 -0.188 1.334
C -0.483 -0.222 2.271
C 0.806 0.232 2.083
C 1.198 0.748 0.870
C 0.282 0.874 -0.168
C -1.004 0.377 0.159
H -0.904 -0.553 3.256
H 1.421 0.222 2.958
H 2.183 1.116 0.688
H 0.390 1.300 -1.153
H -1.885 0.518 -0.547
N 0.483 -3.783 -2.455
C -0.272 -2.795 -1.997
C -0.523 -1.557 -2.694
C 0.251 -1.350 -3.842
C 0.988 -2.410 -4.336
C 1.115 -3.616 -3.597
H -0.681 -2.921 -1.004
H -1.107 -0.767 -2.187
H 0.189 -0.543 -4.514
H 1.446 -2.285 -5.300
H 1.744 -4.389 -3.989
N -5.333 -0.009 1.118
C -4.516 -0.903 1.598
C -4.695 -1.497 2.822
C -5.794 -1.051 3.573
C -6.654 -0.131 3.084
C -6.379 0.410 1.840
H -3.651 -1.223 0.977
H -3.969 -2.203 3.191
H -6.043 -1.393 4.573
H -7.566 0.115 3.594
H -7.137 1.104 1.357
```

Output
- Molecular weight: 1028.326 g mol⁻¹
- Strongest force on any atom: 3.6 eV/Å
- Kohn-Sham gap: 0.3551 Ha
- E_tot: -87826.1500 eV
- Relative energy (zero: lowest compared OMol25 entry of this formula, charge and spin): 190.1 kJ/mol
- 2S+1: 1

Löwdin population analysis, charges in e, atoms 1 to 6:
1 N 0.06
2 C -0.18
3 C -0.05
4 C -0.08
5 C -0.09
6 C -0.10